# 1
{
  "formula": "C9H27O12P3",
  "method": "ωB97M-V/def2-TZVPD",
  "gap_ev": 10.68,
  "total_energy_ha": -2286.25495,
  "smiles": "COP(=O)(OC)OC.COP(=O)(OC)OC.COP(=O)(OC)OC",
  "relative_energy_kcal_mol": 51.3,
  "species": ["C", "O", "P", "O", "O", "C", "O", "C", "H", "H", "H", "H", "H", "H", "H", "H", "H", "C", "O", "P", "O", "O", "C", "O", "C", "H", "H", "H", "H", "H", "H", "H", "H", "H", "C", "O", "P", "O", "O", "C", "O", "C", "H", "H", "H", "H", "H", "H", "H", "H", "H"],
  "xyz": [[-34.376, -6.045, -20.046], [-34.786, -5.188, -19.053], [-33.905, -4.969, -17.678], [-33.489, -6.262, -16.997], [-32.681, -4.004, -18.099], [-32.979, -2.796, -18.814], [-34.862, -4.013, -16.895], [-34.447, -3.676, -15.600], [-33.714, -5.517, -20.733], [-35.342, -6.312, -20.476], [-33.908, -6.939, -19.636], [-32.673, -1.879, -18.311], [-34.053, -2.612, -18.798], [-32.497, -2.577, -19.767], [-35.155, -4.180, -14.942], [-34.527, -2.630, -15.302], [-33.524, -4.122, -15.229], [-33.699, -6.880, -11.262], [-34.460, -7.135, -12.419], [-35.272, -8.527, -12.629], [-34.730, -9.758, -11.978], [-35.421, -8.546, -14.172], [-35.735, -7.396, -14.946], [-36.759, -8.094, -12.251], [-37.125, -7.714, -10.913], [-34.012, -6.051, -10.626], [-32.631, -6.772, -11.449], [-33.691, -7.823, -10.715], [-35.332, -7.435, -15.958], [-35.376, -6.481, -14.476], [-36.802, -7.257, -15.121], [-37.497, -6.692, -10.976], [-36.345, -7.716, -10.150], [-38.014, -8.231, -10.550], [-35.601, -10.038, -17.430], [-36.291, -11.254, -17.246], [-37.330, -11.423, -15.989], [-38.083, -12.691, -16.068], [-38.368, -10.068, -16.162], [-39.018, -9.448, -14.970], [-36.549, -11.099, -14.635], [-36.218, -12.199, -13.739], [-35.181, -9.914, -18.428], [-34.775, -10.004, -16.720], [-36.210, -9.151, -17.254], [-38.438, -8.579, -14.660], [-39.346, -10.035, -14.112], [-40.038, -9.149, -15.215], [-35.266, -12.633, -14.044], [-37.000, -12.956, -13.805], [-36.089, -11.881, -12.704]],
  "lowdin_charge": [-0.133, -0.235, 0.466, -0.251, -0.204, -0.108, -0.197, -0.116, 0.093, 0.098, 0.087, 0.083, 0.083, 0.092, 0.079, 0.098, 0.097, -0.123, -0.225, 0.408, -0.232, -0.195, -0.086, -0.214, -0.084, 0.090, 0.088, 0.074, 0.063, 0.071, 0.084, 0.086, 0.087, 0.087, -0.127, -0.207, 0.499, -0.246, -0.250, -0.080, -0.245, -0.065, 0.089, 0.090, 0.070, 0.056, 0.084, 0.076, 0.093, 0.078, 0.075]
}

# 2
{
  "formula": "C29H30CaN10O3S2",
  "method": "ωB97M-V/def2-TZVPD",
  "gap_ev": 5.71,
  "total_energy_ha": -3370.52777,
  "relative_energy_kcal_mol": 5.9,
  "species": ["Ca", "C", "C", "N", "C", "C", "N", "C", "C", "C", "C", "C", "N", "C", "C", "N", "C", "C", "N", "C", "C", "C", "N", "C", "C", "H", "H", "H", "H", "H", "H", "H", "H", "H", "H", "H", "H", "N", "C", "C", "C", "C", "N", "H", "H", "H", "H", "H", "H", "H", "H", "H", "H", "H", "H", "S", "C", "N", "N", "C", "C", "C", "C", "C", "C", "S", "O", "O", "O", "H", "H", "H", "H", "H", "H"],
  "xyz": [[-0.062, 1.134, -0.053], [4.133, 1.270, 2.312], [2.823, 1.588, 1.987], [1.991, 0.689, 1.479], [2.455, -0.547, 1.297], [3.771, -0.854, 1.612], [4.611, 0.050, 2.117], [1.500, -1.569, 0.722], [1.850, -2.889, 0.556], [0.926, -3.777, -0.005], [-0.322, -3.295, -0.328], [-0.636, -1.963, -0.088], [0.281, -1.112, 0.393], [-2.012, -1.416, -0.300], [-3.086, -2.223, -0.606], [-4.331, -1.754, -0.702], [-4.493, -0.450, -0.501], [-3.408, 0.380, -0.221], [-2.174, -0.099, -0.109], [1.273, -5.211, -0.241], [0.316, -6.206, -0.112], [0.676, -7.526, -0.335], [1.909, -7.909, -0.678], [2.823, -6.944, -0.801], [2.557, -5.599, -0.590], [4.801, 2.016, 2.727], [2.442, 2.593, 2.134], [4.170, -1.849, 1.456], [2.816, -3.252, 0.880], [-1.053, -3.942, -0.789], [-2.956, -3.284, -0.781], [-5.492, -0.029, -0.524], [-3.555, 1.445, -0.080], [-0.699, -5.978, 0.192], [-0.063, -8.312, -0.229], [3.821, -7.258, -1.087], [3.347, -4.871, -0.736], [0.801, 3.532, -0.774], [2.272, 3.676, -0.883], [2.802, 3.744, -2.306], [2.567, 2.459, -3.110], [3.180, 1.206, -2.470], [2.169, 0.386, -1.750], [0.465, 2.975, -1.561], [0.353, 4.430, -0.913], [2.739, 2.823, -0.384], [2.568, 4.559, -0.317], [3.877, 3.944, -2.259], [2.348, 4.594, -2.826], [2.975, 2.591, -4.112], [1.496, 2.292, -3.258], [3.947, 1.495, -1.747], [3.683, 0.612, -3.233], [2.632, -0.454, -1.420], [1.488, 0.055, -2.432], [-0.954, -1.039, -3.707], [-0.866, 0.348, -2.850], [-0.736, 1.315, -2.191], [-0.492, 2.434, 1.951], [-1.933, 2.541, 2.068], [-2.640, 1.580, 2.773], [-4.025, 1.607, 2.767], [-4.711, 2.592, 2.054], [-3.989, 3.590, 1.409], [-2.599, 3.561, 1.407], [-6.482, 2.478, 1.834], [-6.960, 1.916, 3.080], [-6.598, 1.574, 0.690], [-6.891, 3.840, 1.556], [-0.091, 2.017, 2.782], [-0.071, 3.343, 1.803], [-2.106, 0.792, 3.298], [-4.600, 0.854, 3.295], [-4.535, 4.368, 0.888], [-2.034, 4.325, 0.883]],
  "lowdin_charge": [1.290, -0.097, -0.112, 0.060, -0.203, -0.053, 0.107, -0.211, 0.049, -0.113, 0.057, -0.178, 0.036, -0.231, -0.068, 0.122, -0.045, -0.063, 0.028, -0.167, -0.011, -0.123, 0.071, -0.128, -0.016, 0.116, 0.111, 0.115, 0.111, 0.117, 0.112, 0.102, 0.111, 0.117, 0.111, 0.109, 0.113, -0.030, -0.271, -0.196, -0.187, -0.237, 0.004, -0.005, 0.088, 0.068, 0.115, 0.115, 0.115, 0.112, 0.092, 0.107, 0.109, 0.067, 0.029, 0.542, -0.991, -0.116, -0.037, -0.344, -0.054, -0.049, -0.266, -0.051, -0.045, 0.405, -0.347, -0.361, -0.348, 0.085, 0.075, 0.113, 0.122, 0.119, 0.106]
}

# 3
{
  "formula": "C10H21NOS2",
  "method": "ωB97M-V/def2-TZVPD",
  "gap_ev": 9.57,
  "total_energy_ha": -1319.86662,
  "relative_energy_kcal_mol": 0.0,
  "species": ["C", "C", "C", "C", "C", "C", "C", "C", "C", "C", "N", "O", "S", "S", "H", "H", "H", "H", "H", "H", "H", "H", "H", "H", "H", "H", "H", "H", "H", "H", "H", "H", "H", "H", "H"],
  "xyz": [[2.713, 0.826, -1.195], [2.707, 1.675, 0.015], [1.600, -0.213, -1.161], [1.831, -0.313, 1.170], [2.830, 0.760, 1.279], [2.727, 1.402, 2.674], [-2.122, -1.147, 0.963], [-2.953, -2.867, -0.593], [-3.368, -0.245, -0.886], [-2.372, -1.419, -0.481], [1.299, -0.790, 0.068], [-3.350, 2.418, -0.976], [-1.478, 1.250, -2.799], [-2.400, 1.332, -0.864], [2.495, 1.379, -2.057], [3.560, 0.239, -1.437], [3.499, 2.555, 0.083], [1.593, 2.059, 0.050], [0.751, 0.375, -1.672], [1.981, -0.959, -1.927], [-0.458, 1.846, -2.212], [1.534, -0.915, 2.073], [3.772, 0.236, 1.338], [3.496, 2.205, 2.899], [2.839, 0.779, 3.540], [1.722, 1.771, 2.832], [-1.866, -0.041, 1.169], [-1.166, -1.622, 1.382], [-2.987, -1.299, 1.635], [-2.769, -3.195, -1.639], [-2.218, -3.456, 0.034], [-3.919, -2.851, -0.048], [-4.199, -0.234, -0.267], [-3.799, -0.448, -1.826], [-1.523, -1.091, -1.162]],
  "lowdin_charge": [-0.244, -0.147, -0.287, -0.123, -0.365, -0.082, -0.165, -0.059, -0.348, -0.481, 0.048, -0.564, 0.497, 0.611, 0.089, 0.101, 0.153, 0.153, 0.058, 0.137, -0.222, 0.129, 0.138, 0.098, 0.061, 0.071, 0.062, 0.091, 0.088, 0.084, 0.088, 0.089, 0.068, 0.071, 0.102]
}

# 4
{
  "formula": "C16H26Cl6F6N2O6",
  "method": "ωB97M-V/def2-TZVPD",
  "gap_ev": 9.59,
  "total_energy_ha": -4546.59618,
  "smiles": "CCOC(=O)C(F)(F)F.CCOC(=O)C(F)(F)F.ClC(Cl)Cl.ClC(Cl)Cl.CN(C)C=O.CN(C)C=O",
  "species": ["C", "C", "O", "C", "O", "C", "F", "F", "F", "H", "H", "H", "H", "H", "C", "C", "O", "C", "O", "C", "F", "F", "F", "H", "H", "H", "H", "H", "Cl", "C", "Cl", "Cl", "H", "Cl", "C", "Cl", "Cl", "H", "C", "N", "C", "C", "O", "H", "H", "H", "H", "H", "H", "H", "C", "N", "C", "C", "O", "H", "H", "H", "H", "H", "H", "H"],
  "xyz": [[-3.649, -0.006, -2.194], [-3.036, 0.551, -3.443], [-2.864, -0.577, -4.361], [-2.828, -0.317, -5.649], [-3.136, 0.692, -6.194], [-2.294, -1.529, -6.444], [-1.380, -1.094, -7.324], [-1.742, -2.453, -5.669], [-3.290, -2.102, -7.132], [-2.984, -0.750, -1.749], [-4.602, -0.482, -2.415], [-3.748, 0.779, -1.440], [-2.023, 0.902, -3.253], [-3.618, 1.327, -3.930], [-4.823, -1.714, 0.973], [-3.420, -1.395, 1.469], [-2.485, -2.230, 0.764], [-1.220, -1.904, 0.901], [-0.796, -0.909, 1.395], [-0.280, -2.924, 0.216], [-0.931, -3.980, -0.263], [0.348, -2.328, -0.798], [0.640, -3.355, 1.095], [-4.752, -1.946, -0.093], [-5.454, -0.840, 1.120], [-5.303, -2.564, 1.453], [-3.306, -1.599, 2.534], [-3.192, -0.351, 1.265], [0.162, 1.458, -5.347], [0.372, 3.064, -4.649], [-1.000, 3.563, -3.652], [0.655, 4.236, -5.931], [1.215, 3.028, -3.975], [2.118, 1.253, -1.868], [1.105, 1.172, -0.422], [-0.588, 1.104, -0.899], [1.385, 2.594, 0.596], [1.336, 0.279, 0.146], [6.134, 0.064, 2.780], [5.341, 0.006, 1.564], [5.657, 0.970, 0.533], [4.322, -0.873, 1.418], [3.628, -0.966, 0.425], [7.114, -0.399, 2.636], [5.658, -0.435, 3.623], [6.266, 1.112, 3.058], [5.327, 1.971, 0.832], [6.744, 1.050, 0.421], [5.237, 0.666, -0.417], [4.175, -1.488, 2.317], [-0.992, 1.068, 4.404], [0.360, 0.848, 4.837], [1.335, 0.556, 3.805], [0.692, 0.789, 6.144], [-0.071, 0.939, 7.067], [-1.614, 1.222, 5.281], [-1.380, 0.226, 3.826], [-1.030, 1.950, 3.758], [2.347, 0.614, 4.196], [1.146, -0.426, 3.360], [1.244, 1.285, 2.997], [1.766, 0.596, 6.302]],
  "lowdin_charge": [-0.080, -0.207, 0.029, -0.449, 0.161, -0.549, 0.153, 0.175, 0.165, 0.066, 0.087, 0.084, 0.040, 0.124, -0.050, -0.190, 0.036, -0.422, 0.107, -0.540, 0.176, 0.168, 0.164, 0.074, 0.082, 0.078, 0.133, 0.119, 0.579, -1.543, 0.541, 0.542, -0.029, 0.565, -1.499, 0.591, 0.551, -0.009, -0.060, -0.196, -0.044, -0.337, -0.004, 0.090, 0.082, 0.089, 0.094, 0.091, 0.079, 0.134, -0.040, -0.193, -0.061, -0.355, 0.017, 0.087, 0.075, 0.095, 0.079, 0.086, 0.038, 0.131]
}

# 5
{
  "formula": "C11H16NO2P",
  "method": "ωB97M-V/def2-TZVPD",
  "gap_ev": 9.10,
  "total_energy_ha": -975.28216,
  "smiles": "C[C@H](NCP(C)c1ccccc1)C(=O)O",
  "relative_energy_kcal_mol": 62.2,
  "species": ["C", "C", "N", "C", "P", "C", "C", "C", "C", "C", "C", "C", "C", "O", "O", "H", "H", "H", "H", "H", "H", "H", "H", "H", "H", "H", "H", "H", "H", "H", "H"],
  "xyz": [[2.183, -0.199, 3.384], [1.560, -0.790, 2.152], [0.099, -0.609, 2.207], [-0.579, -0.722, 0.877], [-0.094, 0.669, -0.291], [1.076, -0.300, -1.346], [-1.823, 0.709, -1.000], [-2.149, 0.270, -2.375], [-3.433, 0.146, -2.695], [-4.510, 0.447, -1.814], [-4.161, 1.002, -0.590], [-2.890, 1.326, -0.236], [1.924, -2.219, 1.977], [2.969, -2.551, 1.532], [1.048, -3.140, 2.367], [1.542, -0.189, 4.355], [3.004, -0.818, 3.594], [2.484, 0.830, 3.182], [2.013, -0.472, 1.145], [-0.176, 0.188, 2.693], [-1.696, -0.600, 1.069], [-0.317, -1.626, 0.314], [2.079, -0.126, -0.946], [1.216, 0.183, -2.335], [0.912, -1.423, -1.290], [-1.329, 0.151, -3.045], [-3.505, -0.229, -3.777], [-5.524, 0.200, -2.087], [-4.986, 1.397, 0.066], [-2.570, 1.659, 0.707], [0.198, -2.652, 2.573]],
  "lowdin_charge": [-0.024, -0.356, -0.082, -0.347, 0.949, -0.315, -0.350, -0.110, -0.127, -0.072, -0.127, -0.126, -0.582, 0.129, 0.117, 0.127, 0.063, 0.085, 0.137, 0.076, 0.100, 0.075, 0.019, 0.040, 0.066, 0.084, 0.131, 0.096, 0.123, 0.077, 0.125]
}

# 6
{
  "formula": "C4H5N",
  "method": "ωB97M-V/def2-TZVPD",
  "gap_ev": 8.63,
  "total_energy_ha": -210.03883,
  "smiles": "C=C=NC=C",
  "relative_energy_kcal_mol": 78.4,
  "species": ["C", "C", "N", "C", "C", "H", "H", "H", "H", "H"],
  "xyz": [[2.703, -0.050, -0.066], [1.383, 0.101, -0.066], [0.130, 0.080, -0.052], [-1.216, 0.311, 0.010], [-2.440, -0.341, -0.057], [3.411, 0.670, 0.003], [2.991, -1.087, -0.282], [-1.351, 1.344, 0.305], [-2.396, -1.464, 0.092], [-3.215, 0.435, 0.115]],
  "lowdin_charge": [-0.006, -0.106, 0.100, -0.249, -0.016, 0.002, 0.063, 0.095, 0.066, 0.049]
}